Record 1
One molecule with the formula C2H7BO2S at a distorted geometry. Source: the OMol25 dataset; level of theory: ωB97M-V/def2-TZVPD.

Each atom is followed by the atoms it is bonded to, with distances in Å.
Element x y z (Å)
1 C -1.92 -1.14 0.04  S2 1.788, H7 1.124, H8 1.023, H9 1.228
2 S -1.72 0.61 0.32  C1 1.788, C3 1.812
3 C -0.25 1.08 -0.62  S2 1.812, B4 1.792, H10 1.165, H11 1.105
4 B 1.21 0.35 0.11  C3 1.792, O5 1.344, O6 1.386
5 O 2.37 1.02 -0.07  B4 1.344, H12 0.898
6 O 1.13 -0.68 1.03  B4 1.386, H13 0.888
7 H -2.00 -1.07 -1.08  C1 1.124
8 H -2.76 -1.59 0.41  C1 1.023
9 H -0.93 -1.83 0.30  C1 1.228
10 H 0.04 2.20 -0.47  C3 1.165
11 H -0.23 1.02 -1.72  C3 1.105
12 H 3.14 0.85 0.35  O5 0.898
13 H 1.92 -0.82 1.41  O6 0.888

Computed properties:
HOMO: -7.983 eV
Structure (SMILES): CSCB(O)O
Energy relative to the best compared isomer or geometry (same formula, charge and spin): 66.7 kJ/mol
HOMO-LUMO gap: 8.20 eV


Record 2
A 3-piece molecular cluster, C2H7BO4 overall at a distorted geometry. Source: the OMol25 dataset; level of theory: ωB97M-V/def2-TZVPD.

Each atom is followed by the atoms it is bonded to, with distances in Å.
Element x y z (Å)
1 C -0.05 1.30 -0.73  C2 1.540, H4 1.108, H5 1.008, H6 1.121
2 C -0.74 0.43 0.34  C1 1.540, O3 1.188, H7 1.218
3 O -0.97 -0.72 0.15  C2 1.188
4 H 0.63 0.66 -1.33  C1 1.108
5 H 0.50 2.05 -0.34  C1 1.008
6 H -0.86 1.58 -1.46  C1 1.121
7 H -0.93 1.03 1.38  C2 1.218
8 O -3.17 0.93 1.08  B9 1.202
9 B -3.48 0.13 0.24  O8 1.202, O10 1.315
10 O -3.83 -0.78 -0.64  B9 1.315, H11 0.906
11 H -3.60 -1.62 -0.38  O10 0.906
12 O 2.72 -2.06 0.23  H13 0.951, H14 0.972
13 H 2.12 -1.48 0.69  O12 0.951
14 H 3.39 -1.51 -0.21  O12 0.972

Computed properties:
HOMO: -9.939 eV
Structure (SMILES): CC=O.O=BO.O
Energy relative to the best compared isomer or geometry (same formula, charge and spin): 178.9 kJ/mol
HOMO-LUMO gap: 10.27 eV


Record 3
A 2-piece molecular cluster, C2H7Br2N2 overall at a distorted geometry. Source: the OMol25 dataset; level of theory: ωB97M-V/def2-TZVPD.

Each atom is followed by the atoms it is bonded to, with distances in Å.
Element x y z (Å)
1 C 0.54 0.84 0.31  N3 1.400, H7 1.090, H8 1.065
2 C -0.12 -1.37 1.68  N4 1.305, Br5 1.933, Br6 1.894
3 N -0.47 1.08 -0.62  C1 1.400, H9 1.029, H10 1.049, H12 1.105
4 N 0.12 -2.34 0.84  C2 1.305, H11 1.056, H13 1.017
5 Br -1.99 -0.87 1.67  C2 1.933
6 Br 1.02 -0.82 3.08  C2 1.894
7 H 1.34 0.12 0.13  C1 1.090
8 H 0.68 1.65 0.98  C1 1.065
9 H -0.77 0.22 -1.09  N3 1.029
10 H -0.27 1.73 -1.42  N3 1.049
11 H 0.98 -2.94 0.94  N4 1.056
12 H -1.38 1.58 -0.24  N3 1.105
13 H -0.58 -2.90 0.36  N4 1.017

Computed properties:
HOMO (alpha / beta): -12.055 / -10.844 eV
Energy relative to the best compared isomer or geometry (same formula, charge and spin): 273.6 kJ/mol
Charge: +1
HOMO-LUMO gap (alpha / beta): 8.28 / 6.52 eV